1.
This record from OMol25 describes the molecule CH4O2S2 at a distorted geometry. The level of theory is ωB97M-V/def2-TZVPD.

XYZ file:
```
9
Properties=species:S:1:pos:R:3:forces:R:3
C 0.57844 -0.32466 -0.42080 4.59 -0.48 2.55
O 1.23326 0.90730 -0.56624 -1.02 -1.41 -0.20
O 0.84077 -0.83810 1.19141 0.25 0.64 -3.23
S -2.18026 0.61133 0.73973 0.84 -0.42 -0.96
S -1.09238 -0.66746 -0.58770 -2.26 0.46 -0.54
H 1.26650 -0.96567 -1.12263 -1.95 0.52 1.38
H 0.79965 1.58870 -0.06341 -0.50 0.44 0.55
H 1.26402 -1.70812 1.06580 -0.22 0.49 0.15
H -2.71000 1.39666 -0.23616 0.28 -0.25 0.29
```
Positions in Å, forces in eV/Å.

HOMO energy (eV): -9.365
Structure (SMILES): OC(O)SS
Energy relative to the best compared isomer or geometry (same formula, charge and spin) (kcal/mol): 33.4
LUMO energy (eV): -0.1
Orbital gap (Eh): 0.3419

---

2.
This record from OMol25 describes the molecule CH4O2S2 at a distorted geometry. The level of theory is ωB97M-V/def2-TZVPD.

XYZ file:
```
9
Properties=species:S:1:pos:R:3:forces:R:3
C 0.72677 0.35245 0.46745 1.95 2.80 -2.00
O 0.89209 -0.93447 0.20978 -0.89 -1.46 -0.13
O 1.18683 1.18876 -0.83943 -1.19 0.22 4.21
S -2.01011 -0.24480 -0.40776 0.45 1.40 -0.99
S -0.99770 1.03622 0.92739 0.66 -1.92 -0.61
H 1.52397 0.53483 1.21652 -0.97 0.96 -0.20
H 0.08808 -1.26564 -0.22344 -0.16 -0.21 -0.22
H 1.24106 0.57127 -1.53261 0.10 -1.52 -1.28
H -2.65100 -1.23861 0.18210 0.05 -0.27 1.22
```
Positions in Å, forces in eV/Å.

HOMO energy (eV): -9.787
Structure (SMILES): OC(O)SS
Energy relative to the best compared isomer or geometry (same formula, charge and spin) (kcal/mol): 24.1
LUMO energy (eV): -0.2
Orbital gap (Eh): 0.3526

---

3.
This record from OMol25 describes a cluster of 2 separate species, CH4O2S2 in total at a distorted geometry. The level of theory is ωB97M-V/def2-TZVPD.

XYZ file:
```
9
Properties=species:S:1:pos:R:3:forces:R:3
C 0.93894 -1.70538 -0.19735 -0.93 -1.39 1.10
O 0.25064 -1.17714 -1.25879 -0.32 -0.26 0.05
O 1.79402 -1.14163 0.43923 -1.17 -0.30 -1.54
S -0.72137 1.99247 0.06722 1.09 0.59 0.57
S -2.11635 1.41177 1.33670 -0.33 -0.91 0.31
H 0.55362 -2.76556 0.11014 0.63 1.54 -0.64
H -0.54922 -1.69172 -1.59122 1.73 0.52 1.07
H 0.61338 1.81388 0.57441 -1.37 0.02 -0.30
H -0.76367 3.26331 0.51966 0.67 0.19 -0.63
```
Positions in Å, forces in eV/Å.

HOMO energy (eV): -8.370
Energy relative to the best compared isomer or geometry (same formula, charge and spin) (kcal/mol): 36.1
LUMO energy (eV): 0.3
Orbital gap (Eh): 0.3185

---

4.
This record from OMol25 describes a cluster of 2 separate species, CH4O2S2 in total at a distorted geometry. The level of theory is ωB97M-V/def2-TZVPD.

XYZ file:
```
9
Properties=species:S:1:pos:R:3:forces:R:3
S 0.44206 -1.50927 -2.54698 -0.79 -0.19 -0.09
S 1.67507 -0.04375 -1.84525 0.87 0.52 0.63
H 0.51814 -2.34799 -1.51450 0.23 -0.27 0.06
H 1.35492 0.02162 -0.52093 -0.27 -0.05 -0.58
O 0.65557 0.45534 1.76603 -0.16 0.50 0.24
C -0.46733 0.80716 1.56043 0.28 -1.09 -0.43
O -1.05243 0.53422 0.37634 -0.02 0.26 0.32
H -1.16101 1.25950 2.28036 0.23 0.26 0.20
H -1.96500 0.82318 0.44450 -0.36 0.06 -0.35
```
Positions in Å, forces in eV/Å.

HOMO energy (eV): -8.336
Structure (SMILES): O=CO.SS
Energy relative to the best compared isomer or geometry (same formula, charge and spin) (kcal/mol): 5.5
LUMO energy (eV): 0.4
Orbital gap (Eh): 0.3208

---

5.
This record from OMol25 describes a cluster of 2 separate species, CH4O3 in total at a distorted geometry. The level of theory is ωB97M-V/def2-TZVPD.

XYZ file:
```
8
Properties=species:S:1:pos:R:3:forces:R:3
O -1.56106 3.90608 -1.19375 -0.77 -0.88 0.46
H -1.52021 2.93602 -1.35358 -0.06 1.05 0.19
H -2.33282 4.02659 -0.59531 0.83 -0.16 -0.65
O 2.09845 -1.27698 -0.27106 -2.01 -1.19 1.80
O 1.35577 -3.04894 0.97492 -0.59 0.63 -0.08
C 1.22656 -1.78966 0.40711 1.07 -0.59 -0.84
H 0.51988 -3.36129 1.41736 1.12 0.80 -0.70
H 0.21342 -1.39182 0.61431 0.41 0.34 -0.18
```
Positions in Å, forces in eV/Å.

HOMO energy (eV): -11.112
Structure (SMILES): O=CO.O
Energy relative to the best compared isomer or geometry (same formula, charge and spin) (kcal/mol): 15.9
LUMO energy (eV): 0.4
Orbital gap (Eh): 0.4224

---

6.
This record from OMol25 describes a cluster of 2 separate species, CH4O3S in total at a distorted geometry. The level of theory is ωB97M-V/def2-TZVPD.

XYZ file:
```
9
Properties=species:S:1:pos:R:3:forces:R:3
C 0.40727 0.25610 -1.57656 0.55 -0.17 -2.09
O 1.48793 -0.36807 -1.13334 -0.30 -0.55 1.53
O -0.73217 0.30413 -1.21760 -0.80 -0.65 1.37
O 0.48502 -0.09268 1.23627 3.13 0.02 0.03
S -0.91299 0.29280 1.23808 -1.82 2.10 2.87
H 0.53213 0.71939 -2.55631 1.23 0.16 -0.18
H 1.39483 -0.74381 -0.17481 -0.47 1.23 -1.82
H -1.39692 -0.85493 1.50055 -2.07 -2.27 -0.10
H -1.26511 0.48708 2.68373 0.55 0.14 -1.62
```
Positions in Å, forces in eV/Å.

HOMO energy (eV): -9.954
Energy relative to the best compared isomer or geometry (same formula, charge and spin) (kcal/mol): 61.0
LUMO energy (eV): 0.5
Orbital gap (Eh): 0.3850

---

7.
This record from OMol25 describes the molecule CH4O4S at a distorted geometry. The level of theory is ωB97M-V/def2-TZVPD.

XYZ file:
```
10
Properties=species:S:1:pos:R:3:forces:R:3
C 1.05700 -0.50946 0.54990 -0.59 0.07 -0.29
O -0.50684 -1.77251 -1.22840 -0.18 -0.39 0.26
O 0.06197 0.58247 -1.67892 0.18 0.41 0.00
O -1.19609 1.49825 0.60027 0.02 0.95 0.32
O -1.66643 0.21257 0.36889 2.45 -1.69 -2.26
S -0.16796 -0.47772 -0.76066 -2.00 0.94 1.94
H 0.94906 -1.45437 1.06158 -0.03 -0.18 0.07
H 2.03207 -0.39438 0.10308 0.23 -0.01 -0.23
H 0.82986 0.32498 1.20197 -0.03 0.14 0.02
H -1.39265 1.99017 -0.21772 -0.06 -0.23 0.17
```
Positions in Å, forces in eV/Å.

HOMO energy (eV): -10.485
Structure (SMILES): CS(=O)(=O)OO
Energy relative to the best compared isomer or geometry (same formula, charge and spin) (kcal/mol): 77.5
LUMO energy (eV): 0.3
Orbital gap (Eh): 0.3954

---

8.
This record from OMol25 describes a cluster of 2 separate species, CH4OS2 in total at a distorted geometry. The level of theory is ωB97M-V/def2-TZVPD.

XYZ file:
```
8
Properties=species:S:1:pos:R:3:forces:R:3
S -2.84678 1.44601 -1.19963 0.33 0.27 0.67
S -1.66144 1.33088 0.51953 0.04 0.31 -0.62
H -2.65177 0.17675 -1.51351 -0.04 -0.45 -0.38
H -2.60927 0.90348 1.33932 -0.33 -0.11 0.33
O 1.23865 -1.17902 0.19061 2.35 0.46 -0.18
C 2.44379 -0.95851 0.19101 -1.39 -0.98 1.63
H 3.11639 -1.30007 1.06923 -0.89 0.35 -1.04
H 2.97044 -0.41953 -0.59656 -0.08 0.17 -0.42
```
Positions in Å, forces in eV/Å.

HOMO energy (eV): -9.463
Structure (SMILES): C=O.SS
Energy relative to the best compared isomer or geometry (same formula, charge and spin) (kcal/mol): 15.2
LUMO energy (eV): 0.4
Orbital gap (Eh): 0.3637

---

Question: The lowest energy relative to the best compared isomer or geometry (same formula, charge and spin) belongs to which entry?
Answer: number 4

---

Question: The lowest LUMO energy belongs to which entry?
Answer: number 2

---

Question: The lowest energy relative to the best compared isomer or geometry (same formula, charge and spin) belongs to which entry?
Answer: number 4

---

Question: Among the records above, which one has the lowest HOMO energy?
Answer: CH4O3